Entry 1:
C57H39F3LaN9O2 | ωB97M-V/def2-TZVPD

Geometry as XYZ:
```
111
Properties=species:S:1:pos:R:3:forces:R:3:mulliken_charge:R:1
La -1.36713 -0.25235 1.24473 -2.8 -0.7 1.8 -0.92
C -1.87043 -1.58728 -6.54717 0.0 0.0 0.0 -0.59
C -3.03980 -1.42954 -5.81687 0.0 0.0 0.0 -0.84
C -2.98185 -1.18930 -4.44919 -0.1 0.0 0.0 -0.34
C -1.75612 -1.09871 -3.79785 -0.1 0.0 0.1 -0.12
C -0.58437 -1.26587 -4.53852 0.0 0.0 0.0 -0.20
C -0.64003 -1.50686 -5.90420 -0.1 0.0 0.0 -0.55
C -1.65329 -0.83091 -2.33087 0.0 0.1 0.1 0.97
C -2.07918 0.44232 -1.87277 0.0 0.0 -0.1 -0.11
C -2.82589 1.44099 -2.61718 0.0 -0.1 0.0 -1.53
C -3.12252 2.45126 -1.75515 -0.1 0.1 0.1 -1.57
C -2.50008 2.13349 -0.48305 0.0 0.1 0.0 0.66
C -2.43269 2.96741 0.67143 0.0 -0.1 0.2 1.14
C -3.38593 4.12752 0.72404 0.2 0.0 -0.2 -1.04
C -4.47242 4.09882 1.59870 0.0 0.0 0.0 0.03
C -5.36933 5.15871 1.64556 0.1 0.0 -0.1 -0.84
C -5.19068 6.26310 0.81979 0.0 -0.1 0.1 -0.43
C -4.11007 6.30219 -0.04798 0.1 0.0 0.0 -0.84
C -3.21589 5.23936 -0.09544 0.0 0.1 0.0 0.03
C -1.58508 2.81679 1.80645 0.1 0.1 -0.1 0.42
N -0.77752 1.75211 2.06882 1.0 2.1 0.5 1.41
C -0.07043 1.97357 3.21126 0.0 0.0 0.0 -0.29
C 0.76104 1.02566 3.85368 -0.1 0.0 0.0 1.44
C 1.41757 1.47710 5.12524 0.0 -0.1 0.0 -0.87
C 2.76164 1.83584 5.12946 0.1 0.0 0.0 0.22
C 3.38303 2.23183 6.30875 0.0 0.0 0.0 -0.84
C 2.66342 2.27477 7.49570 -0.1 0.0 0.0 -0.38
C 1.31810 1.92332 7.49922 0.0 0.0 -0.1 -0.87
C 0.70022 1.52407 6.31998 0.0 0.0 0.0 0.29
C 0.96881 -0.33239 3.48856 0.0 0.0 0.1 0.06
C 1.68859 -1.33750 4.25619 0.0 0.1 0.0 -1.43
C 1.51991 -2.52659 3.62325 -0.1 -0.1 0.0 -1.75
C 0.71817 -2.27426 2.43773 0.1 -0.1 0.0 0.12
N 0.43318 -0.94649 2.40652 2.2 -0.4 0.8 1.63
C 0.32683 -3.22506 1.45926 0.0 0.1 0.0 1.65
C -0.28686 -2.98798 0.19859 0.1 -0.1 -0.1 -0.12
C -0.42361 -3.94214 -0.88589 0.0 0.0 0.0 -1.66
C -0.89353 -3.26156 -1.96659 -0.1 0.0 0.0 -1.52
C -1.10595 -1.88598 -1.55259 0.1 0.0 -0.1 0.36
N -0.73511 -1.78540 -0.25424 1.1 -1.5 -1.7 1.42
C 0.60428 -4.66031 1.78831 0.0 0.1 0.0 -1.31
C -0.41030 -5.43994 2.33870 0.0 0.0 0.0 0.11
C -0.17104 -6.77035 2.65919 0.0 0.0 0.0 -0.74
C 1.07984 -7.33067 2.42874 0.0 0.1 0.0 -0.47
C 2.09240 -6.55673 1.87630 -0.1 0.0 0.0 -0.84
C 1.85357 -5.22478 1.55881 0.1 -0.1 0.0 0.26
C -0.40606 3.30498 3.68227 0.0 0.0 0.1 -1.55
C -1.34728 3.80941 2.84247 -0.1 0.0 0.0 -1.68
N -1.90291 0.91866 -0.60977 -0.1 1.4 -2.1 1.18
H -1.91748 -1.78338 -7.61069 0.0 0.0 0.0 0.42
H -4.00221 -1.49964 -6.30991 0.0 0.0 0.0 0.40
H -3.89723 -1.08388 -3.87621 0.1 0.0 0.0 0.54
H 0.36996 -1.20928 -4.02523 0.0 0.0 0.0 0.70
H 0.27601 -1.64023 -6.46822 0.0 0.0 0.0 0.27
H -3.10987 1.37005 -3.65729 0.0 0.0 0.1 0.65
H -3.69165 3.34409 -1.97005 0.0 -0.1 0.0 0.67
H -4.61222 3.23493 2.23932 0.0 0.0 0.0 0.52
H -6.21099 5.12006 2.32533 0.0 0.0 0.0 0.40
H -5.88990 7.08929 0.85392 0.0 0.0 0.0 0.39
H -3.95734 7.16338 -0.68761 0.0 0.0 0.0 0.39
H -2.36607 5.27707 -0.76819 0.0 0.0 0.0 0.46
H 3.32054 1.80506 4.20003 0.0 0.0 0.1 0.45
H 4.43170 2.50448 6.29941 0.0 0.0 0.0 0.38
H 3.14887 2.58023 8.41528 0.0 0.0 0.0 0.38
H 0.74994 1.95696 8.42163 0.0 0.0 0.0 0.39
H -0.34550 1.23732 6.31923 0.0 0.0 0.0 0.48
H 2.22978 -1.15526 5.17292 0.0 0.0 -0.1 0.54
H 1.90436 -3.49058 3.92416 0.0 0.1 0.0 0.61
H -0.17113 -4.99189 -0.82950 0.0 0.1 0.0 0.63
H -1.11226 -3.66153 -2.94651 0.0 0.0 0.1 0.67
H -1.38368 -4.99610 2.52147 0.0 0.0 0.0 0.52
H -0.96432 -7.36786 3.09209 0.0 0.0 0.0 0.42
H 1.26540 -8.36778 2.67912 0.0 0.0 0.0 0.38
H 3.06799 -6.98818 1.69103 0.0 0.0 0.0 0.41
H 2.64217 -4.61626 1.12877 0.0 0.0 0.0 0.43
H 0.01762 3.78278 4.55339 0.0 0.0 0.0 0.56
H -1.83209 4.77279 2.90313 0.0 -0.1 0.0 0.62
F -3.71267 -1.37973 0.15083 -0.2 -0.2 0.1 -0.23
C -4.33834 -1.15654 1.35042 0.0 0.0 0.2 0.79
F -5.62203 -1.37500 1.19751 -0.1 0.0 -0.1 -0.27
F -4.14845 0.18639 1.57055 -0.3 -0.2 -0.1 -0.24
C -3.63876 -2.00933 2.47239 0.1 0.4 0.1 0.38
O -4.16346 -3.05456 2.77700 0.2 0.1 0.1 -0.66
O -2.56093 -1.42863 2.85197 -1.3 -1.3 0.7 -0.46
C 0.82825 2.66770 -1.08539 0.1 0.0 0.0 -0.77
C 1.53488 1.35892 -0.96454 -0.1 -0.1 0.0 0.35
N 1.23367 0.38031 -0.14410 0.1 0.1 0.0 0.40
C 2.17262 -0.60724 -0.36581 -0.2 0.1 0.0 -1.08
C 3.03703 -0.22699 -1.34232 0.0 0.1 0.0 -0.61
N 2.61627 1.03589 -1.72559 0.2 0.1 -0.1 0.32
C 3.20469 1.90856 -2.73879 0.0 -0.4 0.1 -0.95
N 4.26867 1.25017 -3.43274 0.1 0.3 0.3 0.68
N 5.56341 1.44794 -3.06180 0.0 -0.3 -0.3 -0.62
N 6.32544 0.73637 -3.80670 -0.5 0.1 0.1 -0.55
C 5.52136 0.04065 -4.70075 0.6 -0.1 0.0 0.08
C 5.86597 -0.85730 -5.71548 0.0 -0.1 -0.1 -0.70
C 4.83853 -1.39847 -6.45142 0.0 0.0 0.0 -0.65
C 3.48929 -1.05940 -6.19272 0.1 0.0 0.0 -0.53
C 3.13846 -0.17675 -5.19676 0.0 0.0 0.0 -0.28
C 4.20105 0.36460 -4.46153 -0.4 0.1 0.0 1.05
H 0.05512 2.72073 -0.32596 0.0 0.0 0.0 -0.49
H 0.35490 2.78730 -2.06549 0.0 0.0 0.0 0.27
H 1.51405 3.50633 -0.93472 0.0 0.0 0.0 0.65
H 2.16428 -1.53397 0.18728 0.0 0.1 0.0 0.45
H 3.89060 -0.71525 -1.78265 -0.1 0.1 0.0 0.49
H 3.60708 2.80831 -2.28491 0.1 0.1 0.1 0.24
H 2.44310 2.18897 -3.46370 -0.1 0.0 0.0 0.53
H 6.90181 -1.11002 -5.90422 -0.1 0.0 0.0 0.42
H 5.05966 -2.09900 -7.24632 0.0 0.0 0.0 0.39
H 2.71253 -1.51134 -6.79765 0.0 0.0 0.0 0.32
H 2.10426 0.07951 -4.99908 0.1 0.0 0.0 0.42
```
Forces are in eV/Å.

Values from the calculation:
- Energy relative to the best compared isomer or geometry (same formula, charge and spin): 0.000 eV
- Orbital gap: 5.69 eV
- Molar mass: 1077.90 g mol⁻¹
- Max |F|: 3.4 eV/Å
- E_tot: -86262.91600 eV
- HOMO level: -7.1 eV

=====

Entry 2:
C57H43I4N4O4RbS | ωB97M-V/def2-TZVPD

Geometry as XYZ:
```
114
Properties=species:S:1:pos:R:3:forces:R:3:mulliken_charge:R:1
Rb 0.63115 0.00777 -0.07865 -0.2 0.2 -0.6 1.60
I -5.51533 -1.33516 -8.02856 0.1 0.0 0.2 -0.01
C -4.57737 -1.22980 -6.13415 -0.1 0.0 -0.3 0.00
C -4.99468 -2.08177 -5.12823 0.0 -0.1 0.0 -0.67
C -4.37681 -2.00873 -3.88723 0.0 0.1 0.0 -0.27
C -3.35430 -1.09334 -3.64007 0.0 0.0 -0.1 -0.82
C -2.95047 -0.25622 -4.68340 0.0 -0.1 0.1 0.08
C -3.55696 -0.31746 -5.92952 0.0 0.0 0.0 -0.89
C -2.71074 -0.96472 -2.30583 0.1 0.0 0.1 1.91
C -1.97483 -2.05147 -1.81396 -0.1 0.0 -0.1 0.15
C -1.92861 -3.37510 -2.43828 0.0 -0.1 0.0 -1.37
C -1.31498 -4.18856 -1.55142 -0.1 -0.1 0.0 -1.42
C -0.93060 -3.34290 -0.42302 -0.1 0.0 0.0 0.15
C -0.18545 -3.78722 0.67724 0.1 0.2 -0.1 1.20
C -0.06016 -5.25882 0.88198 -0.1 -0.1 0.0 -0.99
C 0.95881 -6.04903 0.36201 0.1 0.1 0.0 0.43
C 1.00546 -7.41742 0.60313 0.1 0.0 0.0 -0.68
C 0.01710 -7.99758 1.37462 0.0 -0.3 0.1 0.03
I 0.07648 -10.07947 1.74725 0.0 0.3 0.0 0.00
C -1.01649 -7.24469 1.90562 0.0 0.0 0.0 -0.70
C -1.04403 -5.88174 1.65417 0.1 0.0 0.0 0.10
C 0.41341 -2.94831 1.64114 0.0 -0.1 0.1 -0.44
N 0.07335 -1.67483 1.87828 -0.2 -0.3 0.3 -0.76
C 0.96833 -1.17295 2.75754 0.0 0.0 0.5 0.99
C 0.87289 0.10656 3.32785 -0.2 -0.3 -0.1 1.27
C 1.87094 0.53397 4.33010 0.1 0.0 0.1 -0.39
C 2.51293 1.76543 4.16159 0.0 -0.1 0.0 -0.12
C 3.48241 2.20140 5.04937 0.0 0.0 0.0 -0.65
C 3.80327 1.40222 6.13347 0.2 0.1 0.2 -0.13
I 5.29010 2.04669 7.49474 -0.2 -0.1 -0.2 0.00
C 3.16842 0.19390 6.35194 0.0 -0.1 0.0 -0.81
C 2.20577 -0.23255 5.44679 0.0 0.0 -0.1 -0.05
C -0.17035 1.03188 3.05747 -0.2 0.1 0.2 -0.22
C -0.64834 1.99965 4.03702 0.1 0.0 0.0 -1.41
C -1.76322 2.55957 3.50548 0.0 0.0 0.0 -1.58
C -1.94319 1.94137 2.19945 0.0 0.2 0.0 0.31
N -0.95653 1.04755 1.97122 -0.1 -0.1 0.1 0.38
C -2.96331 2.26520 1.28525 0.2 -0.1 -0.1 0.92
C -3.16323 1.64806 0.03346 0.0 0.0 0.0 0.98
C -4.23497 1.97653 -0.90045 0.0 0.0 0.0 -1.51
C -4.12468 1.09602 -1.92378 0.0 0.0 -0.1 -1.40
C -3.00975 0.21626 -1.58672 -0.1 0.1 0.2 -0.49
N -2.44906 0.60121 -0.42672 -0.1 -0.3 0.0 0.05
C -3.97951 3.25635 1.71907 -0.1 0.1 0.1 -0.28
C -4.17101 4.47322 1.06613 0.1 0.0 0.0 -0.05
C -5.15096 5.36737 1.47517 0.0 0.0 0.0 -0.74
C -5.95333 5.03677 2.55097 -0.3 0.2 0.1 0.00
I -7.45585 6.38799 3.18186 0.2 -0.2 -0.1 0.00
C -5.79487 3.83844 3.22573 0.0 0.0 0.0 -0.78
C -4.80852 2.96066 2.80498 0.0 0.0 -0.1 -0.06
C 1.96485 -2.19105 3.08235 0.1 -0.1 0.0 -0.93
C 1.58703 -3.31426 2.42772 0.0 0.0 0.1 -1.72
N -1.32647 -2.07290 -0.63323 0.0 -0.1 0.1 -0.18
H -5.79445 -2.79040 -5.29825 0.0 0.0 0.0 0.36
H -4.70247 -2.66112 -3.08668 0.0 0.0 0.0 0.55
H -2.12317 0.42322 -4.51367 0.0 0.0 0.0 0.74
H -3.22978 0.33273 -6.73015 0.0 0.0 0.0 0.41
H -2.31331 -3.63768 -3.41194 0.0 0.0 0.0 0.47
H -1.11006 -5.24434 -1.65594 0.0 0.0 0.0 0.44
H 1.73328 -5.59008 -0.24075 0.0 0.0 0.0 0.47
H 1.80778 -8.01588 0.19269 0.0 0.0 0.0 0.39
H -1.78533 -7.70550 2.51109 0.0 0.0 0.0 0.37
H -1.84298 -5.27652 2.06438 0.0 0.0 0.0 0.54
H 2.26426 2.36239 3.29589 0.0 0.0 0.0 0.45
H 3.98843 3.14380 4.88843 0.0 0.0 0.0 0.39
H 3.40550 -0.40561 7.22077 0.0 0.0 0.0 0.42
H 1.69585 -1.17277 5.61264 0.0 0.0 0.0 0.56
H -0.22253 2.16523 5.01591 0.0 0.1 0.0 0.47
H -2.39900 3.31064 3.94885 0.0 0.0 0.0 0.48
H -4.97944 2.74904 -0.78199 0.0 0.0 0.0 0.46
H -4.76344 1.01293 -2.79130 0.0 0.0 0.0 0.46
H -3.53496 4.72874 0.22744 0.0 0.0 0.0 0.46
H -5.28361 6.31030 0.96160 0.0 0.0 0.0 0.38
H -6.43769 3.58177 4.05700 0.0 0.0 0.0 0.35
H -4.67460 2.01440 3.31355 0.0 0.0 0.0 0.54
H 2.83998 -2.06146 3.69992 0.0 0.0 0.0 0.55
H 2.07764 -4.27695 2.42946 0.0 0.0 0.0 0.47
C 6.09729 -0.47952 -4.98979 0.0 0.0 -0.1 -0.80
O 6.83821 -0.60158 -3.79963 0.0 0.0 0.0 -0.46
C 6.15531 -0.35661 -2.63413 0.0 0.0 0.2 1.35
C 6.92977 -0.47999 -1.46106 0.2 -0.1 0.0 -1.05
C 6.32211 -0.28716 -0.24804 -0.1 0.0 -0.1 -0.55
C 4.96256 0.05105 -0.11617 -0.1 0.0 -0.2 0.25
C 4.36530 0.25195 1.19331 0.1 0.0 0.2 0.50
C 5.20051 -0.11293 2.42650 -0.1 0.0 0.0 -1.20
O 3.23808 0.69408 1.38568 0.1 0.0 0.0 -0.22
C 4.15504 0.19632 -1.31430 0.1 0.0 0.1 -0.99
O 2.93351 0.46906 -1.30354 0.2 0.1 -0.4 -0.21
C 4.83471 -0.02493 -2.57250 -0.2 0.0 -0.1 -0.39
H 6.79141 -0.69250 -5.80200 0.0 0.0 0.0 0.22
H 5.69512 0.53109 -5.11235 0.0 0.0 0.0 0.32
H 5.26766 -1.19231 -5.02528 0.0 0.0 0.0 0.32
H 7.98005 -0.72832 -1.54666 0.0 0.0 0.0 0.38
H 6.93020 -0.38759 0.64229 0.0 0.0 0.0 0.36
H 6.05648 0.55801 2.52443 0.0 0.0 0.0 0.45
H 5.56556 -1.13906 2.36462 0.1 0.0 0.0 0.37
H 4.57067 -0.00975 3.30861 0.0 0.0 0.0 -0.13
H 4.21478 0.08215 -3.45416 0.0 0.0 0.1 0.37
C -0.94409 3.85362 -4.41712 0.1 -0.1 0.1 -1.36
C -1.58899 3.33687 -3.14314 0.1 -0.3 0.2 -0.48
S -0.55973 1.99339 -2.36229 0.1 1.2 -0.4 0.69
O 0.07460 1.31143 -3.52190 0.1 -0.4 -0.4 -0.78
C 0.70604 3.09937 -1.64470 -0.2 -0.1 0.0 -0.31
C 0.18391 3.69518 -0.34372 0.0 0.0 -0.1 -0.74
H -1.69388 4.23083 -5.11356 0.0 0.0 0.0 0.40
H -0.41208 3.02524 -4.89226 0.0 0.0 -0.1 0.32
H -0.22373 4.64842 -4.21942 0.0 0.0 0.0 0.32
H -2.54283 2.85167 -3.34640 0.0 0.0 0.1 0.33
H -1.75189 4.10646 -2.38834 -0.1 0.0 0.0 0.30
H 0.98052 3.84960 -2.38753 0.1 0.0 0.0 0.45
H 1.55718 2.43817 -1.46878 0.1 0.0 -0.1 0.02
H -0.63580 4.39457 -0.52408 0.0 0.0 0.1 0.28
H 0.97562 4.23082 0.18147 0.0 0.0 0.0 0.47
H -0.18872 2.90209 0.30806 0.0 0.1 0.1 -0.01
```
Forces are in eV/Å.

Values from the calculation:
- Energy relative to the best compared isomer or geometry (same formula, charge and spin): 0.000 eV
- Orbital gap (spin up / spin down): 4.51 / 4.51 eV
- Molar mass: 1473.15 g mol⁻¹
- Max |F|: 1.3 eV/Å
- E_tot: -117851.92160 eV
- Charge: -2
- HOMO level (spin up / spin down): -1.6 / -1.6 eV